# 1
Density functional theory data (ωB97M-V/def2-TZVPD) for a gas-phase ion, C4H11N5PS (charge +1) at a distorted geometry.

Last column: Löwdin charge in e.
Positions of all 22 atoms, in Å:
C  0.393  -0.827  -0.003  -0.366
C  -0.010  0.595  -0.481  -0.490
C  3.000  0.376  -0.374  -0.128
C  -2.063  -2.338  -0.147  -0.438
N  0.995  1.551  -0.059  -0.012
N  2.152  1.187  -0.042  -0.006
N  -2.721  -1.297  0.276  0.141
N  -1.173  0.990  0.299  -0.416
N  4.133  -0.252  0.068  0.135
P  -2.065  2.303  -0.441  0.814
S  -0.402  -2.447  -0.401  1.056
H  0.433  -0.841  1.049  0.068
H  -0.118  0.787  -1.565  0.146
H  1.441  -1.171  -0.388  0.081
H  -2.485  -3.247  -0.493  0.082
H  -2.201  -0.394  0.460  0.062
H  -3.733  -1.279  0.250  0.142
H  -0.704  1.336  1.243  0.147
H  4.774  -0.546  -0.618  0.090
H  4.059  -0.510  1.025  0.102
H  -2.622  2.756  0.787  -0.091
H  -1.083  3.269  -0.444  -0.119

Properties
- LUMO energy (eV) = -4.00
- orbital gap (eV) = 7.62
- energy (a.u.) = -1171.9407
- total charge = +1
- HOMO level (eV) = -11.62


# 2
Density functional theory data (ωB97M-V/def2-TZVPD) for a molecular structure, C30H32N4S4Sr at a distorted geometry.

Last column: Löwdin charge in e.
Positions of all 71 atoms, in Å:
Sr  -0.296  0.252  0.890  0.937
C  2.988  -0.818  1.290  -0.082
N  1.765  -1.382  1.874  -0.226
C  1.569  -0.959  3.267  -0.186
C  1.038  0.469  3.379  -0.232
N  -0.411  0.551  3.158  -0.397
C  -0.858  1.952  3.131  -0.093
C  -1.246  -0.246  4.035  -0.287
C  -0.881  -0.490  5.356  -0.055
C  -1.685  -1.230  6.209  -0.124
C  -2.893  -1.721  5.726  -0.125
C  -3.265  -1.485  4.414  -0.138
C  -2.455  -0.761  3.514  -0.667
S  -2.961  -0.547  1.858  0.449
C  1.787  -2.826  1.733  -0.292
C  2.491  -3.595  2.656  -0.059
C  2.573  -4.975  2.549  -0.128
C  1.941  -5.594  1.474  -0.130
C  1.247  -4.836  0.548  -0.145
C  1.135  -3.430  0.641  -0.678
S  0.233  -2.560  -0.567  0.484
H  3.055  -1.129  0.248  0.092
H  3.879  -1.167  1.829  0.090
H  2.973  0.273  1.316  0.011
H  2.497  -1.012  3.853  0.117
H  0.857  -1.641  3.723  0.124
H  1.526  1.109  2.625  0.036
H  1.337  0.895  4.344  0.119
H  -0.788  2.416  4.122  0.104
H  -1.895  2.012  2.794  0.079
H  -0.231  2.538  2.449  0.045
H  0.059  -0.099  5.731  0.103
H  -1.368  -1.422  7.227  0.082
H  -3.545  -2.296  6.376  0.087
H  -4.198  -1.879  4.031  0.084
H  2.992  -3.104  3.484  0.099
H  3.115  -5.549  3.291  0.081
H  1.990  -6.673  1.361  0.086
H  0.748  -5.311  -0.290  0.082
C  -2.866  -0.643  -2.465  -0.060
C  -2.098  -1.011  -3.743  -0.377
C  -1.974  -2.532  -3.844  -0.097
C  -0.768  -0.283  -3.860  -0.201
C  0.454  -0.939  -3.911  -0.054
C  1.646  -0.225  -4.016  -0.050
C  1.656  1.161  -4.069  -0.288
C  2.943  1.940  -4.152  -0.061
C  0.429  1.821  -4.013  -0.047
C  -0.755  1.112  -3.916  -0.050
H  -3.835  -1.152  -2.469  0.077
H  -3.048  0.433  -2.397  0.065
H  -2.363  -0.938  -1.545  0.053
H  -2.710  -0.665  -4.585  0.130
H  -1.406  -2.928  -2.996  0.039
H  -1.477  -2.837  -4.770  0.073
H  -2.968  -2.986  -3.826  0.071
H  0.503  -2.017  -3.836  0.088
H  2.587  -0.767  -4.029  0.103
H  3.017  2.485  -5.098  0.070
H  3.807  1.277  -4.072  0.066
H  2.999  2.665  -3.337  0.076
H  0.403  2.906  -4.008  0.114
H  -1.690  1.660  -3.852  0.106
S  1.737  2.354  0.408  0.462
C  0.776  3.811  0.597  -0.816
C  1.469  4.908  1.227  -0.330
N  2.052  5.763  1.739  0.108
C  -0.526  3.980  0.209  -0.848
S  -1.564  2.814  -0.545  0.442
C  -1.116  5.284  0.430  -0.321
N  -1.606  6.316  0.587  0.115

Properties
- LUMO energy (eV) = 4.39
- energy relative to the best compared isomer or geometry (same formula, charge and spin) (kcal per mole) = 23.70
- orbital gap (eV) = 6.06
- energy (a.u.) = -3005.0565
- total charge = -2
- HOMO level (eV) = -1.67


# 3
Density functional theory data (ωB97M-V/def2-TZVPD) for a molecular structure, C34H34ClN7O3RuSbSe4.

Last column: Mulliken spin population.
Positions of all 85 atoms, in Å:
Ru  -0.638  2.557  -0.285  0.937
O  -2.180  2.511  -4.112  0.020
C  -1.618  2.712  -3.030  -0.011
N  -1.917  2.249  -1.817  -0.002
C  -2.950  1.351  -1.479  0.031
C  -3.981  0.975  -2.333  -0.030
C  -4.965  0.087  -1.897  0.030
C  -4.926  -0.401  -0.600  -0.018
C  -3.907  -0.035  0.270  0.011
C  -2.884  0.819  -0.154  -0.020
N  -1.789  1.207  0.608  0.066
C  -1.394  0.660  1.804  -0.014
O  -1.992  -0.271  2.412  0.094
C  -0.157  1.241  2.271  0.353
C  0.376  0.919  3.535  -0.039
C  1.553  1.471  3.956  0.137
C  2.233  2.386  3.087  0.198
C  1.652  2.699  1.883  -0.098
N  0.503  2.170  1.441  0.243
C  -0.392  3.612  -2.991  -0.010
C  -0.015  4.321  -4.119  -0.005
C  1.064  5.186  -4.041  -0.016
C  1.744  5.313  -2.843  -0.003
C  1.328  4.552  -1.765  -0.017
N  0.290  3.719  -1.838  0.057
H  -3.995  1.381  -3.334  0.000
H  -5.763  -0.201  -2.571  0.004
H  -5.702  -1.074  -0.248  -0.001
H  -3.878  -0.403  1.283  -0.002
H  -0.195  0.236  4.151  0.001
H  1.950  1.243  4.938  0.025
H  3.156  2.869  3.375  0.015
H  2.119  3.421  1.225  0.032
H  -0.606  4.191  -5.014  0.001
H  1.356  5.778  -4.900  -0.001
H  2.553  6.017  -2.715  0.014
H  1.798  4.642  -0.795  0.005
C  -2.489  -3.810  0.588  0.001
C  -1.422  -3.594  -0.489  0.003
C  -1.246  -4.889  -1.284  0.000
C  -1.943  -2.521  -1.452  -0.003
C  -0.086  -3.210  0.199  -0.001
O  -0.250  -2.122  1.081  -0.014
C  0.503  -4.439  0.962  0.000
C  1.241  -4.121  2.284  0.004
C  2.501  -3.289  2.161  0.006
C  2.502  -1.937  2.496  0.047
C  3.632  -1.146  2.321  -0.030
C  4.775  -1.730  1.810  0.004
Cl  6.205  -0.760  1.568  0.001
C  4.816  -3.077  1.492  -0.002
C  3.677  -3.848  1.676  0.003
C  1.025  -2.729  -0.789  0.000
N  0.901  -1.336  -1.222  0.002
C  0.747  -0.256  -0.451  0.011
N  0.518  0.807  -1.202  -0.011
C  0.567  0.312  -2.466  0.001
N  0.801  -0.978  -2.529  0.000
H  -3.398  -4.176  0.109  0.000
H  -2.765  -2.878  1.086  -0.001
H  -2.189  -4.542  1.350  0.000
H  -2.193  -5.137  -1.768  0.000
H  -0.963  -5.735  -0.654  0.000
H  -0.498  -4.780  -2.075  0.000
H  -2.963  -2.766  -1.752  0.000
H  -1.338  -2.455  -2.357  0.000
H  -1.979  -1.542  -0.990  0.006
H  -1.123  -1.966  1.480  0.008
H  1.175  -4.985  0.291  0.000
H  -0.302  -5.138  1.209  0.000
H  1.498  -5.080  2.743  0.000
H  0.552  -3.615  2.958  0.000
H  1.601  -1.480  2.870  -0.030
H  3.602  -0.092  2.568  0.002
H  5.728  -3.512  1.105  0.000
H  3.702  -4.903  1.421  0.001
H  1.053  -3.332  -1.696  0.001
H  1.985  -2.843  -0.281  0.000
H  0.788  -0.257  0.615  -0.008
H  0.406  0.912  -3.348  0.001
Se  1.607  8.227  -1.303  0.344
Sb  0.663  7.978  0.921  0.250
Se  -1.393  4.567  0.564  1.017
Se  -0.322  9.960  2.016  0.687
Se  2.259  8.136  2.803  0.714

Properties
- LUMO energy (alpha / beta) (eV) = 3.45 / 2.97
- spin multiplicity = 6
- energy relative to the best compared isomer or geometry (same formula, charge and spin) (kcal per mole) = 10.85
- orbital gap (alpha / beta) (eV) = 3.96 / 5.43
- energy (a.u.) = -12326.2945
- total charge = -2
- HOMO level (alpha / beta) (eV) = -0.50 / -2.46


# 4
Density functional theory data (ωB97M-V/def2-TZVPD) for a molecular structure, C25H30F3N7OS2Ti at a distorted geometry.

Last column: Mulliken spin population.
Positions of all 69 atoms, in Å:
Ti  0.348  0.602  0.696  0.953
N  5.107  1.609  -0.575  0.006
C  3.808  1.431  -0.008  0.017
S  3.318  2.733  1.037  0.002
N  3.264  0.344  -0.406  0.003
N  2.006  -0.175  0.011  0.140
C  2.004  -1.510  -0.338  0.486
C  1.029  -2.492  -0.043  -0.111
C  1.162  -3.799  -0.583  0.182
C  0.256  -4.807  -0.300  -0.138
C  -0.826  -4.549  0.545  0.227
C  -0.980  -3.275  1.095  -0.074
C  -0.088  -2.244  0.823  0.112
O  -0.225  -1.055  1.393  0.012
H  5.299  2.575  -0.770  0.000
H  5.236  1.000  -1.373  -0.002
H  2.888  -1.831  -0.871  0.028
H  1.999  -3.994  -1.247  0.003
H  0.392  -5.794  -0.732  -0.006
H  -1.549  -5.327  0.768  0.029
H  -1.816  -3.051  1.748  -0.008
F  -1.235  1.867  6.754  0.000
C  -1.259  0.710  6.039  0.000
F  -1.016  -0.282  6.955  0.000
F  -2.512  0.516  5.628  0.000
C  -0.197  0.670  4.979  0.007
C  0.986  0.113  5.362  0.005
C  2.010  0.018  4.453  -0.007
C  1.783  0.401  3.150  0.013
N  0.651  0.994  2.730  0.021
C  -0.345  1.237  3.673  0.019
S  -1.678  2.271  3.336  0.007
H  1.104  -0.254  6.374  0.002
H  2.973  -0.387  4.732  0.000
H  2.558  0.282  2.413  0.007
N  0.008  2.719  0.518  -0.007
C  -0.359  3.590  -0.605  0.021
C  0.740  3.633  -1.660  -0.008
N  1.301  2.307  -1.814  0.036
H  -0.586  2.903  1.322  0.006
H  0.973  2.932  0.816  -0.004
H  -0.545  4.612  -0.269  0.000
H  -1.282  3.206  -1.044  -0.001
H  1.539  4.292  -1.309  -0.002
H  0.326  4.066  -2.581  0.001
H  2.002  2.235  -2.533  -0.002
H  0.584  1.608  -1.936  0.011
C  -1.848  -1.241  -4.769  0.001
N  -0.699  -0.572  -4.187  0.003
C  -0.857  0.871  -4.298  0.001
C  -0.364  -1.033  -2.806  0.037
C  -1.418  -0.811  -1.731  0.073
C  -2.540  -1.646  -1.779  -0.003
C  -3.618  -1.461  -0.928  0.008
C  -3.571  -0.413  -0.018  -0.013
C  -2.421  0.361  0.083  0.024
C  -1.278  0.181  -0.731  -0.093
H  -1.931  -0.945  -5.818  0.000
H  -2.800  -1.007  -4.272  0.000
H  -1.702  -2.326  -4.730  0.000
H  -1.145  1.119  -5.323  0.000
H  0.090  1.366  -4.088  0.000
H  -1.621  1.278  -3.616  0.000
H  0.566  -0.547  -2.516  -0.022
H  -0.156  -2.104  -2.899  -0.012
H  -2.556  -2.479  -2.476  0.007
H  -4.466  -2.137  -0.956  0.002
H  -4.409  -0.228  0.648  -0.001
H  -2.410  1.124  0.855  0.005

Properties
- LUMO energy (alpha / beta) (eV) = 4.73 / 4.73
- spin multiplicity = 3
- energy relative to the best compared isomer or geometry (same formula, charge and spin) (kcal per mole) = 25.87
- orbital gap (alpha / beta) (eV) = 4.31 / 6.34
- energy (a.u.) = -3374.6973
- total charge = -2
- HOMO level (alpha / beta) (eV) = 0.42 / -1.61